Record 1
108
Properties=species:S:1:pos:R:3:forces:R:3 method="wB97M-V/def2-TZVPD" spin_multiplicity=1 charge=0 homo_ev=-8.7 energy_ev=-68042.68258
C 2.95228 -5.63617 -0.15497 -0.020 0.653 0.665
C 1.73734 -4.82928 -0.90514 1.788 -0.155 -1.570
O 1.57227 -3.54272 -0.21116 -1.704 -1.644 0.333
P 0.02331 -3.40020 0.57032 1.014 0.026 0.068
O 0.23680 -4.92945 1.44958 1.238 2.412 0.500
O -0.71456 -3.28387 -1.01126 0.725 1.028 1.169
C 0.67216 -1.83835 1.47334 -0.827 0.879 0.886
C 1.09724 -0.59943 0.49073 -0.211 -0.098 0.217
C 2.68211 -0.53600 0.08254 -0.318 1.663 -2.014
O 3.59665 -1.23431 0.99850 2.736 -1.386 -2.969
C 4.87941 -1.57663 0.32515 2.149 2.284 -4.333
C 5.79662 -2.85327 0.87588 -0.025 0.228 0.931
O 5.37858 -0.91942 -0.74013 -3.796 -3.807 6.724
C -1.71416 -3.29594 1.35437 -2.512 -0.635 0.201
C -2.80069 -2.40091 0.47602 -0.475 -0.983 0.395
F -2.27063 -4.70100 1.36186 0.541 2.665 -0.051
H 3.79172 -6.03667 -0.88373 -2.018 0.567 1.413
H 2.49833 -6.45828 0.54387 1.091 1.379 -1.454
H 3.49580 -4.83942 0.54729 -1.235 -1.692 -1.518
H 2.12993 -4.56330 -2.00042 -0.942 -0.501 2.274
H 0.75241 -5.44284 -1.05656 1.909 1.192 0.631
H 0.87388 -4.77025 2.23166 -1.228 -0.242 -2.042
H -0.67718 -2.34251 -1.35769 0.220 -1.594 0.637
H 1.50167 -2.19891 2.21601 -1.304 0.803 -1.581
H -0.21752 -1.43022 2.15661 1.934 -0.936 -1.486
H 0.45841 -0.66922 -0.51470 1.665 0.228 2.157
H 0.74914 0.40246 1.01151 0.925 -2.038 -0.950
H 2.77258 -0.93855 -1.03481 0.045 0.600 2.645
H 3.06567 0.59264 0.03255 -1.064 -2.364 0.127
H 6.88814 -2.47175 1.15520 -2.523 -0.499 -0.715
H 5.34733 -3.35171 1.84418 0.722 1.094 -2.022
H 5.95308 -3.69034 0.06068 -0.706 2.017 1.424
H -1.72062 -2.97034 2.49717 0.189 -0.766 -2.436
H -3.71541 -2.14562 1.18069 1.972 -0.192 -1.417
H -2.31690 -1.43689 -0.01577 -1.131 -2.017 1.166
H -3.24584 -3.12342 -0.36288 1.271 1.759 1.788
C 3.20147 2.60593 4.06885 -0.153 -0.301 0.260
O 3.17098 1.20709 4.32286 0.246 0.450 -0.296
C 3.96254 0.45818 3.39173 -0.105 -0.703 0.517
C 5.13718 -0.21101 4.12139 -0.194 0.802 -0.130
N 6.11990 0.78744 4.55748 -0.059 -0.368 0.041
C 7.14318 0.24081 5.45645 -0.230 0.408 0.177
C 6.67305 -0.23448 6.84593 0.557 0.219 -0.008
O 6.19879 0.82109 7.68378 -0.137 -0.533 -0.323
C 4.81915 1.11566 7.53359 0.150 0.316 0.282
H 2.51303 3.09340 4.76328 0.049 -0.143 -0.038
H 4.20375 3.00749 4.23732 0.042 0.143 -0.160
H 2.87502 2.82134 3.04705 0.090 0.078 -0.017
H 4.31068 1.07206 2.55264 0.022 0.056 0.191
H 3.31266 -0.32391 2.98267 0.190 0.217 0.146
H 5.62085 -0.92547 3.44713 0.028 0.041 0.028
H 4.73248 -0.75976 4.97698 -0.186 -0.218 -0.063
H 5.63561 1.53991 5.04129 0.095 -0.189 -0.142
H 7.88302 1.03666 5.60484 -0.045 -0.165 0.091
H 7.66425 -0.58022 4.95063 -0.125 -0.007 0.025
H 7.54970 -0.64795 7.35773 -0.068 0.081 -0.016
H 5.94628 -1.05108 6.78939 -0.175 0.123 -0.051
H 4.22742 0.23559 7.26788 0.064 0.025 -0.108
H 4.68037 1.90578 6.79254 -0.232 -0.090 -0.106
H 4.44888 1.50140 8.48826 0.116 -0.086 -0.055
C -1.61572 4.47288 -4.56882 -0.254 -0.189 0.158
O -2.35728 3.27645 -4.77092 0.385 0.243 -0.303
C -2.09005 2.66755 -6.04067 -0.262 -0.669 0.230
C -1.41107 1.30478 -5.83615 0.256 0.736 0.142
N -0.04321 1.47166 -5.33224 -0.268 -0.267 -0.030
C 0.57379 0.21225 -4.89952 0.046 0.358 0.327
C -0.03833 -0.47958 -3.66492 0.564 -0.168 -0.241
O 0.12196 0.26062 -2.45349 -0.365 -0.301 -0.382
C -0.91100 1.19868 -2.19706 0.140 0.207 0.199
H -1.93568 4.91638 -3.62291 -0.040 -0.125 -0.099
H -0.54605 4.25843 -4.50529 0.102 0.144 -0.107
H -1.81025 5.18964 -5.37222 0.111 0.014 0.017
H -1.49670 3.31536 -6.69672 0.063 -0.048 0.229
H -3.06059 2.50661 -6.52388 0.089 -0.001 -0.002
H -1.38305 0.76878 -6.79058 0.043 0.014 0.068
H -2.01880 0.72894 -5.13187 -0.273 -0.070 -0.083
H -0.05702 2.11135 -4.54140 -0.010 -0.128 -0.213
H 1.62176 0.44214 -4.67222 -0.122 -0.147 0.042
H 0.58315 -0.49077 -5.74044 -0.112 0.045 0.076
H 0.51193 -1.41565 -3.51528 0.018 0.069 0.017
H -1.08347 -0.76739 -3.81689 -0.106 0.209 0.044
H -1.87864 0.87749 -2.59173 0.148 0.009 -0.007
H -0.64104 2.17705 -2.60031 -0.188 0.074 -0.050
H -1.00440 1.31229 -1.11278 0.028 -0.099 -0.048
C -8.46368 2.21650 -3.30096 0.288 0.212 -0.078
O -7.56443 3.11680 -2.66612 -0.455 -0.287 0.214
C -7.90875 3.37010 -1.29801 0.697 0.238 0.140
C -6.81073 2.82596 -0.37159 -0.489 -0.358 -0.478
N -6.80404 1.35872 -0.37303 0.210 0.273 0.114
C -5.63765 0.78278 0.30658 -0.077 -0.176 -0.448
C -4.26071 1.01504 -0.34739 -0.058 -0.490 0.298
O -4.10889 0.36729 -1.61172 -0.017 0.455 0.379
C -4.54756 1.13461 -2.72145 0.006 -0.329 -0.196
H -8.18391 2.14180 -4.35451 0.045 0.085 0.141
H -8.39439 1.22173 -2.85392 -0.193 -0.078 0.020
H -9.49112 2.58752 -3.23959 -0.021 -0.112 0.019
H -8.89225 2.96383 -1.03384 0.168 -0.134 -0.109
H -7.95797 4.45883 -1.18144 -0.009 -0.087 0.034
H -6.98666 3.18679 0.64717 0.018 -0.067 -0.037
H -5.85154 3.22085 -0.71937 0.018 0.293 0.004
H -6.81137 1.02815 -1.33506 -0.020 0.097 0.227
H -5.80970 -0.29925 0.35502 0.159 0.108 0.015
H -5.61146 1.14193 1.34185 0.016 0.080 -0.103
H -3.51154 0.55989 0.31064 -0.070 -0.006 -0.058
H -3.99757 2.07558 -0.41252 -0.125 0.063 -0.187
H -4.41807 2.20924 -2.56757 -0.056 -0.040 0.025
H -5.59065 0.90563 -2.95001 -0.066 0.225 -0.073
H -3.95513 0.83993 -3.59292 0.003 0.039 0.115

Record 2
122
Properties=species:S:1:pos:R:3:forces:R:3 method="wB97M-V/def2-TZVPD" spin_multiplicity=1 charge=0 de_lowest_kcal_mol=84.6 homo_ev=-8.7 energy_ev=-118158.93621
C 2.46528 0.94634 -4.64848 2.453 -0.121 -1.561
C 1.58028 2.15234 -4.89448 -1.776 -0.532 -2.301
C 0.03828 1.72234 -5.06148 4.870 -2.925 0.275
C -0.59272 1.36834 -3.79148 -0.502 0.409 1.937
C -0.50572 2.56334 -2.75648 -0.467 0.731 -1.748
C 0.97828 3.14334 -2.57548 -4.565 0.571 3.732
N 1.65228 3.17434 -3.77948 6.281 1.062 -1.785
O 2.66428 3.89634 -3.87648 -3.244 -1.275 0.333
C 1.72428 2.25034 -1.53648 1.028 -0.321 1.772
C 0.69828 4.53034 -1.86148 7.650 -0.627 -0.900
C 2.08828 2.76634 -6.25748 -0.362 3.534 1.746
H 2.12828 0.21234 -4.03248 -1.715 -1.676 2.446
H 3.47928 1.17634 -4.23948 -0.613 0.217 -0.656
H 2.58828 0.27934 -5.58248 -0.103 1.763 0.850
H -0.08272 1.05534 -5.95248 0.796 -0.942 1.272
H -0.39472 2.42834 -5.57348 -2.727 5.116 -1.720
H -0.23372 0.52334 -3.21748 0.693 -0.471 -0.411
H -1.55472 1.01434 -4.11548 -1.128 0.388 0.757
H -0.86072 2.32334 -1.76748 0.044 -0.558 0.212
H -1.16572 3.44834 -3.01648 0.740 -0.973 -0.225
H 0.97228 1.85334 -0.67948 1.885 1.193 -2.040
H 2.72728 2.72934 -1.14748 -2.292 -0.374 -0.477
H 2.10828 1.39334 -2.04548 -0.111 -0.989 -0.180
H 1.72728 5.17734 -1.72148 -2.131 -1.879 -0.224
H 0.34628 4.40534 -0.91848 -1.356 -0.759 2.566
H 0.17528 5.15634 -2.41248 -3.072 2.546 -2.657
H 3.18528 3.09434 -6.26348 -1.460 -1.292 -0.104
H 1.56028 3.81434 -6.41448 0.644 -2.197 0.040
H 1.73828 2.03434 -6.96348 0.439 0.050 -0.674
B -0.35772 -0.99966 -0.64348 -1.698 -1.327 1.672
F -0.29972 -0.18066 0.51252 -0.035 -0.030 -0.157
F -1.40972 -0.62766 -1.45248 -1.139 0.879 -0.640
F 0.77728 -0.89366 -1.32548 3.008 0.518 -1.632
F -0.57372 -2.37266 -0.32548 0.140 0.299 0.472
C 2.51428 -4.44066 -1.41348 -0.993 -1.042 1.301
C 1.92928 -4.67066 -2.83848 1.693 -2.091 -1.517
O 2.42128 -5.50666 -3.64848 -1.367 2.540 2.748
C 0.73728 -3.85366 -3.23648 -1.088 0.198 4.390
H 2.70528 -5.40866 -0.72948 0.353 2.089 -2.204
H 1.84928 -3.86566 -0.74848 -0.595 -0.229 -0.623
H 3.28628 -3.66866 -1.51348 0.726 -0.896 -0.008
H 0.56128 -3.68866 -4.18048 -0.338 -0.910 -5.943
H 0.69428 -2.75966 -3.07448 0.404 -0.487 1.910
H -0.20272 -4.35966 -2.84448 1.127 0.854 -0.021
C 0.03228 0.58034 3.62652 15.128 -4.159 9.101
C 0.55328 1.51234 4.78952 -1.611 0.102 -3.099
O 1.69428 1.44834 5.12952 1.044 -0.257 1.116
C -0.37472 2.59334 5.18852 0.404 1.638 2.376
H 0.10728 -0.36166 4.15552 -0.386 -0.653 -0.910
H 0.88028 0.82334 3.05852 0.911 -0.771 -1.765
H -0.69872 0.88234 3.32252 -14.973 5.199 -6.143
H 0.21028 3.06334 6.09152 -0.950 0.613 -2.221
H -1.08172 2.11434 5.82852 -1.343 -0.720 -0.006
H -0.98972 3.20334 4.40052 1.686 -1.049 1.527
C -2.21672 2.70634 0.93552 1.045 0.998 -0.489
O -2.88572 3.29334 -0.15448 -3.552 0.846 -0.569
P -3.48272 4.77534 0.03852 0.718 3.176 2.923
O -3.41772 5.36934 1.42952 -1.198 -1.731 -2.286
O -2.28372 5.35334 -0.77448 2.177 0.122 -0.696
C -2.09372 6.74634 -1.00248 -2.288 -6.135 -9.086
O -4.81172 5.40534 -0.81648 2.784 -1.455 3.792
C -5.03772 4.88534 -2.07548 -1.208 10.248 -1.769
H -1.47072 2.20934 0.40552 1.342 -1.690 -0.014
H -2.75972 2.18434 1.62952 -2.025 -2.126 0.858
H -1.78072 3.39434 1.59852 0.916 1.711 0.364
H -2.96572 6.79534 -1.72448 1.285 2.191 0.731
H -1.11772 6.89334 -1.43148 0.301 -0.420 -1.202
H -1.97972 7.26834 -0.25948 -0.474 5.484 8.448
H -4.38272 5.36334 -2.79148 0.790 -0.648 -0.409
H -5.98972 5.36534 -2.33748 -0.222 -0.832 -0.212
H -5.06672 3.97434 -1.99348 -0.339 -9.828 -0.315
C 8.94428 0.06034 -3.53748 4.039 -1.032 -4.120
O 7.84028 0.58134 -2.94548 -3.774 0.888 1.621
P 6.86628 -0.39866 -2.04248 1.951 -3.431 0.146
O 7.16928 -1.82566 -2.19248 -0.368 -0.814 -2.236
O 7.35928 -0.17766 -0.58848 -0.454 1.612 1.990
C 8.45628 -0.91366 0.03352 1.104 -0.995 -1.323
O 5.30228 -0.15766 -2.13048 2.811 5.211 -0.693
C 4.35728 -1.13866 -2.11548 -3.385 0.921 -0.076
H 9.84528 -0.13466 -2.84848 -1.651 0.020 -0.697
H 9.44128 0.81834 -4.39048 -1.708 -1.456 2.387
H 8.69228 -0.86666 -4.19648 0.547 1.309 1.553
H 8.10428 -1.30766 1.00752 0.479 1.756 0.183
H 9.37328 -0.15766 -0.14548 -1.817 -2.336 1.286
H 8.61728 -2.01866 -0.36148 -0.083 2.670 -0.560
H 4.71628 -1.77566 -1.45948 1.015 -3.598 3.691
H 4.42528 -1.70766 -2.98748 -0.765 -0.525 -1.965
H 3.30528 -0.81366 -1.72748 1.931 -0.165 -1.196
C -2.52072 -2.20966 5.53952 1.064 2.128 5.149
O -2.88272 -1.95366 4.23652 -1.193 -0.060 -1.521
P -3.90772 -0.75466 3.83752 -1.107 -2.909 -0.642
O -3.36772 0.48234 4.22452 2.014 4.805 1.860
O -4.18272 -0.70566 2.27052 -0.238 -2.046 -0.187
C -3.13472 -1.09066 1.22352 1.852 1.853 3.917
O -5.26472 -1.09266 4.65652 0.270 0.287 0.278
C -5.75272 -0.04266 5.61652 0.400 -1.761 1.718
H -1.81372 -1.30666 6.09552 -2.142 -1.747 -1.852
H -1.76772 -3.00966 5.64752 -0.976 -0.194 -0.672
H -3.42372 -2.33666 6.36752 2.016 0.052 -2.508
H -2.71472 -0.08266 0.93452 0.121 -1.361 0.645
H -3.51572 -1.44466 0.31552 -1.166 -1.284 -0.673
H -2.42372 -1.75666 1.86852 -0.929 1.103 -2.181
H -4.90872 0.34134 6.31252 -1.344 -0.626 -1.527
H -6.59472 -0.50266 6.32052 1.831 0.689 -1.887
H -6.14372 0.69234 4.95852 -0.414 1.046 0.064
C -1.07972 -4.86266 1.65352 3.515 -2.941 1.364
O -1.82272 -4.60866 2.90752 -1.162 -0.220 -1.437
P -3.18272 -5.45566 3.24052 1.191 1.314 0.522
O -3.24872 -6.67566 2.47252 -0.328 -1.221 -0.734
O -3.07072 -5.68066 4.83052 -0.195 1.351 -1.249
C -2.26972 -6.70966 5.37752 -6.532 -2.623 0.285
O -4.43672 -4.45466 3.08052 2.287 -0.864 -0.276
C -5.51272 -4.50766 3.95252 -2.553 1.728 -0.414
H -0.03772 -4.42166 1.79652 -1.616 -0.118 0.122
H -1.34772 -4.61066 0.64752 -1.523 0.974 0.050
H -0.81072 -6.01066 1.55352 -0.942 2.027 0.556
H -2.52272 -6.66666 6.42652 0.446 -0.299 0.295
H -1.32572 -6.73166 5.16452 5.764 0.996 -1.107
H -2.61372 -7.71366 4.92652 0.102 1.282 0.889
H -6.24172 -5.28066 3.81152 0.335 -1.421 -0.246
H -6.17572 -3.65966 3.68452 0.742 0.118 0.318
H -5.25272 -4.41966 4.97352 0.483 0.019 1.020